{
  "formula": "C14H23N2O5Os",
  "method": "ωB97M-V/def2-TZVPD",
  "charge": 3,
  "spin_multiplicity": 5,
  "orbital_gap_ev": [6.4, 6.4],
  "symbols": ["Os", "C", "C", "O", "C", "C", "O", "C", "C", "O", "C", "C", "O", "H", "H", "H", "H", "H", "H", "H", "H", "H", "H", "H", "H", "H", "H", "H", "H", "N", "C", "O", "C", "C", "C", "N", "C", "C", "H", "H", "H", "H", "H", "H", "H"],
  "coordinates": [[0.00000, 0.00000, 0.00000], [-0.91070, 2.05300, -1.15700], [-0.28290, 1.37130, -2.34930], [0.00590, 0.00560, -2.00900], [1.37080, -0.28680, -2.34920], [2.05180, -0.91270, -1.15560], [1.95780, -0.05280, 0.00000], [2.05350, -0.91060, 1.15700], [1.37160, -0.28330, 2.34940], [0.00590, 0.00560, 2.00900], [-0.28650, 1.37050, 2.34920], [-0.91280, 2.05140, 1.15560], [-0.05280, 1.95780, 0.00000], [-1.09970, 3.11130, -1.36660], [-1.87200, 1.55490, -0.98190], [-0.97780, 1.36700, -3.19550], [0.60000, 1.94700, -2.64690], [1.36470, -0.98400, -3.19360], [1.94800, 0.59410, -2.65000], [1.55240, -1.87310, -0.97860], [3.10980, -1.10360, -1.36490], [1.55570, -1.87220, 0.98190], [3.11180, -1.09930, 1.36650], [1.36730, -0.97830, 3.19540], [1.94720, 0.59960, 2.64730], [-0.98340, 1.36440, 3.19370], [0.59440, 1.94780, 2.64950], [-1.87290, 1.55160, 0.97860], [-1.10400, 3.10930, 1.36510], [-7.04890, 0.41260, 0.99760], [-6.32590, -0.03040, -0.07350], [-6.90470, -0.44340, -1.07190], [-4.83900, 0.00000, 0.00000], [-4.12740, -0.45970, -1.11140], [-2.74600, -0.44000, -1.06380], [-2.04260, 0.00000, 0.00000], [-2.75040, 0.43900, 1.06120], [-4.13470, 0.46030, 1.11280], [-8.05670, 0.37530, 0.90730], [-6.66910, 0.76890, 1.85890], [-4.63780, -0.82600, -1.99690], [-2.15130, -0.78760, -1.90390], [-2.15320, 0.78600, 1.90020], [-4.61760, 0.82990, 2.00620], [0.00000, -1.72490, 0.00000]],
  "lowdin_charge": [1.7746, -0.1414, -0.0917, -0.2464, -0.0953, -0.1731, -0.2179, -0.1705, -0.0947, -0.2156, -0.0971, -0.1705, -0.1875, 0.1817, 0.1117, 0.1755, 0.1574, 0.1782, 0.1573, 0.1159, 0.1794, 0.1171, 0.1812, 0.1786, 0.1574, 0.1768, 0.1641, 0.0161, 0.1893, 0.2517, -0.3295, 0.3839, -0.1188, 0.0459, -0.0983, -0.2046, -0.1804, 0.0742, 0.1546, 0.1302, 0.1445, 0.1298, 0.0987, 0.1338, 0.0736]
}

{
  "formula": "C14H23N2O5S",
  "method": "ωB97M-V/def2-TZVPD",
  "charge": 1,
  "spin_multiplicity": 1,
  "orbital_gap_ev": 8.1,
  "symbols": ["C", "C", "O", "C", "C", "N", "C", "C", "C", "S", "C", "O", "N", "O", "H", "H", "H", "H", "H", "H", "H", "H", "H", "H", "H", "H", "H", "H", "H", "H", "H", "H", "H", "C", "C", "C", "O", "C", "C", "C", "O", "H", "H", "H", "H"],
  "coordinates": [[3.91870, 1.07561, 0.12872], [2.70042, 0.35432, 0.68750], [1.88356, -0.23964, -0.32203], [1.09676, 0.64787, -1.08756], [-0.39399, 0.44315, -0.85029], [-0.97629, 0.94059, 0.45569], [-0.56481, 2.32631, 0.86050], [-1.71555, 3.10062, 1.48383], [-1.36864, 4.57840, 1.64491], [-0.06110, 4.91280, 2.85633], [-0.78616, -0.13570, 1.54075], [-0.94200, 0.39700, 2.80090], [0.41224, 0.53361, 3.54682], [0.49495, -0.26945, 4.34226], [4.73313, 0.37877, -0.06778], [3.68581, 1.60476, -0.79757], [4.27794, 1.81593, 0.84659], [2.10819, 1.03104, 1.31601], [3.01280, -0.47854, 1.32075], [1.23779, 0.40200, -2.14526], [1.42071, 1.68657, -0.96587], [-0.59129, -0.63058, -0.84092], [-0.98117, 0.88734, -1.65604], [-1.98384, 0.98652, 0.30133], [-0.21561, 2.83596, -0.03974], [0.26849, 2.24221, 1.55548], [-1.94881, 2.68148, 2.46324], [-2.60110, 3.01999, 0.83992], [-2.24283, 5.10895, 2.02457], [-1.10896, 5.03891, 0.69008], [0.97062, 4.56625, 2.07617], [0.19955, -0.57282, 1.36567], [-1.54897, -0.89055, 1.35221], [-0.06330, -3.65191, -1.40696], [0.36322, -4.53299, -2.30756], [-0.57575, -5.15116, -3.28470], [-0.18754, -5.94767, -4.10449], [-2.00559, -4.74636, -3.21213], [-2.42715, -3.86398, -2.31013], [-1.48730, -3.25164, -1.34667], [-1.87520, -2.43312, -0.52636], [0.60096, -3.18917, -0.68638], [1.39718, -4.84570, -2.37799], [-2.66852, -5.21146, -3.93034], [-3.46156, -3.55450, -2.23345]],
  "lowdin_charge": [-0.0520, -0.2602, -0.1557, -0.1877, -0.0682, -0.0336, -0.1483, -0.2442, -0.5557, 0.7421, -0.1511, -0.1154, 0.0850, 0.1915, 0.0844, 0.0768, 0.0847, 0.0892, 0.1273, 0.1431, 0.1210, 0.1000, 0.1486, 0.1739, 0.1355, 0.0957, 0.1099, 0.1264, 0.0767, 0.0793, -0.1481, 0.1293, 0.1355, 0.0165, 0.0403, -0.3736, 0.1388, 0.0394, 0.0225, -0.3732, 0.0521, 0.1176, 0.1292, 0.1298, 0.1246]
}

{
  "formula": "C14H23N2PTc",
  "method": "ωB97M-V/def2-TZVPD",
  "de_lowest_kcal_mol": 46.6,
  "charge": 2,
  "spin_multiplicity": 4,
  "orbital_gap_ev": [6.3, 5.3],
  "symbols": ["C", "C", "C", "C", "C", "C", "C", "C", "N", "Tc", "C", "P", "H", "H", "H", "H", "H", "H", "H", "H", "C", "C", "H", "C", "C", "H", "H", "H", "H", "H", "H", "H", "H", "H", "H", "H", "H", "H", "H", "N", "C"],
  "coordinates": [[0.45893, 3.21985, -1.69626], [-0.80915, 2.74612, -1.38266], [-0.99059, 1.75327, -0.40556], [0.13760, 1.27018, 0.28383], [1.42675, 1.72009, -0.07881], [1.57854, 2.73424, -1.02553], [-2.38720, 1.28232, -0.13587], [-2.57415, -0.20502, 0.22036], [-2.52145, -1.09629, -0.88319], [0.00166, -0.26975, 1.73693], [2.62174, 1.03024, 0.51528], [2.03431, -0.67823, 0.95651], [-1.68881, 3.12034, -1.90887], [2.58403, 3.10004, -1.25222], [0.57879, 3.97652, -2.47576], [2.98101, 1.50722, 1.44119], [3.47929, 0.96223, -0.16999], [-2.81527, 1.84899, 0.70704], [-3.02686, 1.50658, -1.00187], [-1.89646, -0.53989, 1.08455], [3.41582, -1.41449, 1.83082], [2.09638, -1.47718, -0.69138], [-3.57926, -0.35721, 0.65255], [-1.52706, -1.04120, -1.91077], [-3.16945, -2.36935, -0.73716], [0.93257, -1.23477, 2.68309], [-1.90840, -1.59701, -2.78397], [-1.30207, -0.01361, -2.22279], [-0.57316, -1.52234, -1.61351], [-3.37597, -2.78355, -1.73226], [-2.55237, -3.09611, -0.18138], [-4.11210, -2.22701, -0.19646], [3.13532, -1.49330, -1.05037], [1.70849, -2.49975, -0.58839], [1.46269, -0.93159, -1.40311], [4.35054, -1.30568, 1.26999], [3.50239, -0.93756, 2.81150], [3.19520, -2.47597, 1.98415], [-0.30496, -1.70720, 1.05025], [-0.34357, 0.97296, 4.69003], [-0.22376, 0.52288, 3.61008]],
  "lowdin_charge": [-0.0059, -0.0113, -0.2608, -0.1662, -0.2990, 0.0014, -0.1087, -0.1596, -0.0824, 0.8878, -0.2340, 0.7210, 0.1351, 0.1385, 0.1357, 0.1186, 0.1192, 0.1527, 0.1416, 0.0624, -0.2159, -0.2098, 0.1577, 0.0228, 0.0261, 0.0396, 0.1311, 0.1170, 0.1095, 0.1272, 0.1438, 0.1260, 0.0783, 0.0601, 0.0412, 0.0822, 0.0711, 0.0721, 0.0139, 0.0706, -0.3506]
}

{
  "formula": "C14H23N5O2ReS2",
  "method": "ωB97M-V/def2-TZVPD",
  "de_lowest_kcal_mol": 0.0,
  "charge": 2,
  "spin_multiplicity": 4,
  "orbital_gap_ev": [8.0, 6.8],
  "symbols": ["Re", "N", "C", "S", "N", "N", "C", "C", "C", "C", "C", "C", "C", "O", "H", "H", "H", "H", "H", "H", "H", "N", "C", "C", "N", "H", "H", "H", "H", "H", "H", "H", "H", "O", "S", "C", "C", "C", "C", "H", "H", "H", "H", "H", "H", "H", "H"],
  "coordinates": [[0.38244, 0.52797, -0.18050], [4.09539, 2.61896, 0.27728], [2.89297, 2.06763, 0.48359], [2.72245, 0.34162, 0.09531], [1.90856, 2.80232, 0.91470], [0.74975, 2.05557, 1.11079], [0.01991, 2.35526, 2.13903], [-1.07080, 1.54414, 2.60364], [-1.92123, 2.07534, 3.59252], [-2.89972, 1.30400, 4.17211], [-3.02440, -0.03517, 3.79995], [-2.18963, -0.59624, 2.85086], [-1.21330, 0.18188, 2.23546], [-0.40879, -0.40502, 1.32650], [4.88515, 2.04697, 0.03330], [4.27010, 3.54430, 0.63901], [0.30711, 3.24247, 2.69707], [-1.78638, 3.10637, 3.89525], [-3.55264, 1.72218, 4.92435], [-3.77972, -0.65151, 4.26907], [-2.26938, -1.63991, 2.57974], [-1.67127, 1.14545, -0.71954], [-1.67417, 1.83495, -2.04141], [-0.44040, 2.70922, -2.12493], [0.75720, 1.84806, -1.89804], [-2.27859, 0.32723, -0.74179], [-2.06082, 1.75396, 0.00147], [-2.58168, 2.42152, -2.17728], [-1.65156, 1.06418, -2.81273], [-0.44887, 3.46493, -1.33738], [-0.38100, 3.22260, -3.08372], [1.58099, 2.43361, -1.76644], [0.94132, 1.28940, -2.73086], [0.08383, -1.07192, -1.43977], [1.14782, -2.10885, -1.94895], [0.17025, -3.35660, -2.79997], [0.88522, -4.65292, -2.43496], [1.07781, -4.61805, -0.91704], [1.50328, -3.19149, -0.52779], [0.13885, -3.12927, -3.86288], [-0.83079, -3.30272, -2.36763], [1.84720, -4.71411, -2.94876], [0.29497, -5.50806, -2.75941], [1.82898, -5.33591, -0.59601], [0.14514, -4.86957, -0.41353], [2.56568, -3.09388, -0.31198], [0.93279, -2.77092, 0.30230]],
  "lowdin_charge": [1.4011, 0.1148, -0.8104, 0.6570, 0.0148, -0.2284, -0.0132, -0.1600, -0.0109, -0.0449, -0.0227, 0.0079, -0.3164, -0.2592, 0.1041, 0.1266, 0.1546, 0.1279, 0.1217, 0.1251, 0.1277, -0.0482, -0.1823, -0.1841, -0.0812, 0.1271, 0.1188, 0.1378, 0.1285, 0.1280, 0.1376, 0.1008, 0.1181, -0.7077, 1.0475, -0.2940, -0.2145, -0.1940, -0.2799, 0.1061, 0.1140, 0.1271, 0.1335, 0.1275, 0.1251, 0.0979, 0.0934]
}